1.
This record from OMol25 describes a cluster of 2 separate species, C3H7Cl in total at a distorted geometry. The level of theory is the ωB97M-V functional and the def2-TZVPD basis.

**Highest occupied orbital energy (spin up / spin down)**: -0.297 / -0.303 Eh
**HOMO-LUMO gap (spin up / spin down)**: 8.3 / 8.8 eV

Cartesian coordinates (Å):
C 0.49995 -1.15811 0.10440
C 0.92151 0.27809 -0.07661
C -1.78072 1.07507 0.05557
Cl -2.44817 -0.46259 -0.26963
H -0.25324 -1.49572 -0.60335
H 1.26421 -1.97814 -0.02400
H 0.09892 -1.20246 1.05748
H 0.72323 1.20530 0.51795
H 1.42852 0.56724 -0.96256
H -1.64183 1.58196 -0.85121
H -1.62363 1.17702 1.04468

Let us look at the natural (NBO) charges, expressed in e, one per atom: number 1, C, carries -0.694; number 2, C, carries -0.298; number 3, C, carries -0.399; number 4, Cl, carries -0.012; number 5, H, carries 0.228; number 6, H, carries 0.222; number 7, H, carries 0.211; number 8, H, carries 0.188; number 9, H, carries 0.158; number 10, H, carries 0.208; number 11, H, carries 0.189

=====

2.
This record from OMol25 describes a structure of composition C28H25CdCl2I2N2O3 at a distorted geometry. The level of theory is the ωB97M-V functional and the def2-TZVPD basis.

**Highest occupied orbital energy**: -0.146 Eh
**Net charge**: -1
**HOMO-LUMO gap**: 6.1 eV

Cartesian coordinates (Å):
Cd -0.51499 -0.20555 -0.40461
I -1.33848 2.51440 4.07790
C -1.86787 3.17605 2.14761
C -2.41044 4.42398 1.93558
C -2.74557 4.81339 0.65795
I -3.60399 6.74228 0.39078
C -2.53217 3.97306 -0.44267
C -2.85285 4.28114 -1.77939
C -2.60638 3.36887 -2.76748
C -1.98965 2.15432 -2.43722
N -1.67327 1.83908 -1.20552
C -1.95123 2.69227 -0.20982
C -1.62817 2.24052 1.12800
O -1.18067 1.09034 1.35696
H -2.57180 5.08558 2.77317
H -3.29444 5.23923 -2.01658
H -2.87190 3.58014 -3.79123
H -1.74523 1.42799 -3.19905
Cl 0.05019 -4.54602 -6.74158
C -0.34446 -3.47660 -5.43220
C -1.63316 -2.92939 -5.37270
C -1.96248 -2.12437 -4.31998
Cl -3.54403 -1.43362 -4.22670
C -1.04547 -1.76240 -3.26655
O -1.45127 -1.08241 -2.29156
C 0.29500 -2.25794 -3.45478
C 1.38031 -1.77513 -2.65060
O 1.36528 -0.82618 -1.87983
C 0.60080 -3.14454 -4.50183
H -2.34621 -3.14382 -6.15372
H 2.34141 -2.30756 -2.82017
H 1.60696 -3.53709 -4.57963
C 4.11405 -0.23835 4.27370
C 3.31592 0.07775 3.03631
C 3.64448 1.17167 2.25041
C 2.87379 1.43976 1.12466
C 3.16691 2.61489 0.23226
C 1.81620 0.61689 0.81735
C 1.44951 -0.52943 1.56415
C 2.25563 -0.74843 2.70265
N 0.44650 -1.29102 1.06873
C -0.34560 -2.33331 1.70390
C 0.25268 -3.06584 2.91656
C -1.70567 -1.75203 2.15234
C -0.62370 -3.39627 0.62079
H 4.93427 0.46667 4.40095
H 4.53113 -1.24528 4.21719
H 3.47721 -0.18929 5.15815
H 4.48438 1.80426 2.50405
H 4.11212 3.08734 0.49421
H 2.37852 3.36653 0.31058
H 3.21675 2.29314 -0.80876
H 1.22325 0.86350 -0.07082
H 2.07705 -1.57861 3.35980
H 0.26538 -2.42055 3.79064
H 1.25671 -3.42134 2.70478
H -0.37134 -3.93025 3.14654
H -1.54004 -0.88152 2.78266
H -2.29066 -2.49153 2.70209
H -2.27422 -1.43138 1.27229
H 0.29792 -3.90600 0.34683
H -1.02610 -2.91106 -0.27115
H -1.34682 -4.13097 0.97366

Let us look at the natural (NBO) charges, expressed in e, one per atom: number 1, Cd, carries 1.693; number 2, I, carries 0.109; number 3, C, carries -0.273; number 4, C, carries -0.240; number 5, C, carries -0.215; number 6, I, carries 0.063; number 7, C, carries -0.039; number 8, C, carries -0.167; number 9, C, carries -0.261; number 10, C, carries 0.052; number 11, N, carries -0.486; number 12, C, carries 0.039; number 13, C, carries 0.441; number 14, O, carries -0.806; number 15, H, carries 0.231; number 16, H, carries 0.222; number 17, H, carries 0.217; number 18, H, carries 0.209; number 19, Cl, carries -0.032; number 20, C, carries -0.120; number 21, C, carries -0.206; number 22, C, carries -0.147; number 23, Cl, carries -0.003; number 24, C, carries 0.501; number 25, O, carries -0.810; number 26, C, carries -0.317; number 27, C, carries 0.432; number 28, O, carries -0.618; number 29, C, carries -0.157; number 30, H, carries 0.232; number 31, H, carries 0.109; number 32, H, carries 0.218; number 33, C, carries -0.622; number 34, C, carries 0.003; number 35, C, carries -0.315; number 36, C, carries 0.000; number 37, C, carries -0.627; number 38, C, carries -0.212; number 39, C, carries 0.199; number 40, C, carries -0.294; number 41, N, carries -0.860; number 42, C, carries 0.122; number 43, C, carries -0.624; number 44, C, carries -0.618; number 45, C, carries -0.602; number 46, H, carries 0.202; number 47, H, carries 0.205; number 48, H, carries 0.209; number 49, H, carries 0.188; number 50, H, carries 0.202; number 51, H, carries 0.214; number 52, H, carries 0.212; number 53, H, carries 0.122; number 54, H, carries 0.190; number 55, H, carries 0.209; number 56, H, carries 0.207; number 57, H, carries 0.199; number 58, H, carries 0.237; number 59, H, carries 0.191; number 60, H, carries 0.190; number 61, H, carries 0.204; number 62, H, carries 0.201; number 63, H, carries 0.193

=====

3.
This record from OMol25 describes a structure of composition C2H2Br2FNO2 at a distorted geometry. The level of theory is the ωB97M-V functional and the def2-TZVPD basis.

**Highest occupied orbital energy (spin up / spin down)**: -0.294 / -0.393 Eh
**HOMO-LUMO gap (spin up / spin down)**: 8.0 / 6.8 eV
**2S+1**: 3

Cartesian coordinates (Å):
C 0.61236 0.28074 -0.16388
C -1.11586 0.42081 0.33926
N 1.13670 -1.10915 -0.07728
O 0.44323 -1.85390 0.57002
O 2.13423 -1.35834 -0.63510
F -1.24543 0.28449 1.63459
Br -1.54337 2.32908 -0.22298
Br -2.24208 -0.79255 -0.63480
H 0.59355 0.76623 -1.21488
H 1.22665 1.03259 0.40504

Let us look at the natural (NBO) charges, expressed in e, one per atom: number 1, C, carries -0.331; number 2, C, carries 0.227; number 3, N, carries 0.202; number 4, O, carries -0.143; number 5, O, carries -0.174; number 6, F, carries -0.326; number 7, Br, carries -0.006; number 8, Br, carries 0.097; number 9, H, carries 0.231; number 10, H, carries 0.223